1.
5
Properties=species:S:1:pos:R:3:mulliken_charge:R:1 method="wB97M-V/def2-TZVPD" de_lowest_kj_mol=465.8 e_homo_ev="-11.34 / -10.27" spin_multiplicity=1 largest_force_ev_per_a=4.0 gap_ev="9.3 / 8.5"
N -0.5756 -0.3670 -0.4152 0.051
O -2.3345 -0.5000 0.2714 -0.291
O 1.3649 0.5904 0.0585 -0.333
O -0.0859 0.6256 0.0720 0.176
H 1.6312 -0.3490 0.0133 0.397


2.
32
Properties=species:S:1:pos:R:3:mulliken_charge:R:1 method="wB97M-V/def2-TZVPD" de_lowest_kj_mol=342.1 e_homo_ev=-13.31 spin_multiplicity=1 largest_force_ev_per_a=8.9 charge=+1 gap_ev=10.7
C -1.4301 -1.4286 0.5771 -0.833
O -2.7794 -1.1560 0.8530 -0.471
C -1.1862 -1.2661 -0.9771 0.060
C 0.0532 -2.1634 -1.4297 -0.843
C 1.4338 -1.5008 -1.1357 -0.694
N 1.6697 -0.3323 -2.0138 -0.480
N -1.0769 0.2335 -1.3351 -0.173
H -0.8997 -0.5717 0.9793 0.417
H -1.0076 -2.4103 0.8341 0.350
H -3.3683 -1.8715 0.5858 0.351
H -1.9313 -1.7192 -1.5901 0.331
H -0.0358 -3.0412 -0.6977 0.279
H 0.0903 -2.3704 -2.4310 0.495
H 1.4372 -1.1257 -0.0715 0.242
H 2.1069 -2.3153 -1.1823 0.516
H 2.5157 0.0627 -1.9352 0.185
H 1.5566 -0.5591 -2.9405 0.164
H -0.0130 0.5333 -1.2079 0.427
H -1.6694 0.7521 -0.6413 0.330
H -1.2577 0.2962 -2.3366 0.385
H 1.1494 -1.0823 3.2171 0.291
H -0.1521 -0.2028 3.2060 0.300
O 0.2354 -0.9766 2.7734 -0.594
H 4.0932 0.9698 0.8030 0.306
H 3.4095 2.3909 0.0218 0.369
O 3.2361 1.4947 0.5961 -0.659
H -2.2836 3.2398 -0.4168 0.311
H -1.3062 2.7818 0.7319 0.311
O -2.0315 2.5581 0.2094 -0.654
H 1.8997 2.9678 0.7503 0.207
H 0.9683 3.1920 1.8421 0.248
O 1.0048 2.9457 1.0324 -0.473


3.
63
Properties=species:S:1:pos:R:3:mulliken_charge:R:1 method="wB97M-V/def2-TZVPD" de_lowest_kj_mol=424.8 e_homo_ev=-12.19 spin_multiplicity=1 largest_force_ev_per_a=4.6 charge=+1 gap_ev=9.6
C -0.4484 -0.9872 -0.0797 -0.359
C 0.9501 -0.8917 0.3885 1.021
C 1.4470 -1.6899 1.6724 -0.339
C 2.3981 -0.8735 2.5470 -0.553
C 2.2637 -0.4641 3.8247 -0.860
N 1.1546 0.6468 0.4911 0.364
H -0.8945 -0.0066 -0.3622 -0.031
H -0.7406 -1.4964 -1.0147 -0.047
H -1.2146 -1.4138 0.6440 -0.052
H 1.5298 -1.3252 -0.4378 -0.483
H 2.0512 -2.4979 1.2532 0.441
H 0.6584 -2.1729 2.4109 0.445
H 3.1936 -0.5132 1.8832 0.439
H 2.7351 0.3697 4.2424 0.351
H 1.3927 -0.7148 4.4360 0.235
H 2.1301 0.7819 0.8079 0.392
H 0.5309 1.0769 1.2153 0.325
H 0.8491 0.9307 -0.4664 -0.114
H -0.5449 2.9855 -2.3358 0.341
H -0.6584 4.4398 -1.9609 0.284
O -0.9504 3.5296 -1.6501 -0.639
H -1.3535 2.9950 1.1584 0.405
H -0.8983 2.2147 -0.0517 0.096
O -0.8433 2.2117 0.9132 -0.675
H -3.3243 0.4223 0.0595 0.209
H -4.0739 -0.9404 -0.3240 0.330
O -3.4874 -0.2295 -0.6143 -0.568
H -1.6540 -1.7129 4.2391 0.316
H -0.8890 -0.7396 3.3009 0.287
O -0.8645 -1.1553 4.1514 -0.621
H -0.3751 -3.3922 -1.5413 0.474
H -0.6476 -3.6890 -3.0808 0.286
O -0.4619 -4.0444 -2.2226 -0.683
H 0.5102 4.4775 2.7781 0.341
H 0.5630 3.9967 1.3513 0.383
O 0.1811 4.7208 1.8831 -0.643
H 0.0504 1.3108 -2.8917 0.176
H -1.0831 0.1994 -2.3957 0.384
O -0.2037 0.6970 -2.2059 -0.672
H 2.8803 -2.1179 -3.8173 0.244
H 3.0006 -2.6654 -2.4530 0.301
O 2.7034 -1.8709 -2.9163 -0.541
H -3.8634 -2.1659 1.1093 0.327
H -3.8698 -1.0279 2.1008 0.354
O -4.4790 -1.5784 1.5801 -0.707
H -2.5970 0.6482 3.3834 0.265
H -2.7904 1.7332 2.2700 0.226
O -2.4078 0.8789 2.4761 -0.449
H -1.8647 -1.1282 -3.7665 0.255
H -3.0238 -1.1519 -2.7867 0.225
O -2.0885 -0.9763 -2.8421 -0.513
H 2.1110 3.9710 -0.6068 0.287
H 0.6509 3.5475 -0.5510 0.278
O 1.5481 3.2220 -0.4333 -0.566
H 1.3168 1.7645 -4.9864 0.305
H 2.0436 2.4331 -3.7645 0.320
O 1.7288 1.6010 -4.1404 -0.624
H 3.6529 -0.1193 -1.6337 0.283
H 4.4921 -0.0343 -0.3999 0.299
O 3.6727 0.3623 -0.7862 -0.574
H 0.0240 -4.9390 1.0801 0.257
H -0.3528 -4.4090 -0.4355 0.306
O 0.0340 -4.2562 0.4314 -0.544


4.
84
Properties=species:S:1:pos:R:3:mulliken_spin:R:1 method="wB97M-V/def2-TZVPD" de_lowest_kj_mol=0.0 e_homo_ev="-21.70 / -21.56" spin_multiplicity=4 largest_force_ev_per_a=8.1 charge=+4 gap_ev="7.5 / 5.1"
Tc -0.2363 0.4735 -0.7551 1.791
C -2.1247 0.7138 -1.1534 -0.103
O -3.2687 0.8420 -1.3601 0.096
C 1.6142 0.1589 -0.1386 -0.132
O 2.7453 0.0649 0.1379 0.064
P -0.2085 2.5625 0.6693 0.110
C -0.4679 2.5295 2.5059 0.023
H -0.3952 3.5863 2.8092 0.002
C 1.4062 3.4945 0.5386 0.057
H 2.1414 2.6727 0.6177 -0.007
C -1.5739 3.6992 0.1289 0.040
H -2.4733 3.0996 0.3520 0.005
C -1.3559 -1.4376 -3.5190 0.053
P -0.2552 -1.6507 -2.0313 0.018
H -0.6005 -4.0028 -2.1630 0.001
H -2.3499 -1.2938 -3.0645 -0.002
C 1.3395 -2.1333 -2.8580 0.049
H 1.0094 -2.7101 -3.7400 0.006
C 1.5813 4.1567 -0.8292 0.006
H 0.9804 5.0737 -0.9155 0.000
H 1.3434 3.4876 -1.6680 0.008
H 2.6368 4.4519 -0.9267 0.001
C 1.7007 4.5113 1.6544 0.024
H 2.5405 5.1424 1.3263 0.006
H 2.0061 4.0304 2.5905 0.001
H 0.8477 5.1734 1.8608 -0.001
C -1.6724 5.0060 0.9183 0.031
H -1.7496 4.8526 1.9996 0.001
H -2.5910 5.5206 0.6029 0.008
H -0.8344 5.6807 0.7055 -0.001
C -1.5544 3.9638 -1.3828 -0.004
H -2.5908 4.1226 -1.7122 0.000
H -1.1553 3.1276 -1.9730 0.013
H -0.9868 4.8682 -1.6320 0.001
C -1.8632 2.0230 2.9113 -0.003
H -2.5635 2.8628 3.0227 -0.001
H -1.8102 1.5155 3.8850 -0.001
H -2.3022 1.3238 2.1841 0.001
C 0.6646 1.7649 3.1895 -0.007
H 0.6911 0.7150 2.8659 0.009
H 0.5132 1.7981 4.2784 -0.001
H 1.6495 2.2006 2.9869 0.000
C -1.4104 -2.6656 -4.4391 0.027
H -1.4352 -3.6241 -3.9115 0.002
H -0.5690 -2.6779 -5.1437 0.000
H -2.3325 -2.6031 -5.0347 0.006
C -1.0103 -0.1812 -4.3220 0.021
H -0.1152 -0.3276 -4.9400 0.000
C -0.2573 -3.7134 -0.0781 -0.021
H -0.8704 0.7073 -3.6899 -0.001
H -1.8495 0.0282 -5.0018 0.001
C -2.4302 -3.2731 -1.2698 -0.004
H -0.9023 -3.4695 0.7752 0.005
H -0.1255 -4.8052 -0.0878 -0.003
H 0.7156 -3.2506 0.1077 0.014
C -0.8995 -3.2706 -1.3948 0.031
H -2.7284 -4.0646 -0.5691 -0.002
H -2.9197 -3.4744 -2.2290 -0.001
H -2.8252 -2.3234 -0.8780 0.002
C 2.2352 -3.0301 -2.0011 0.006
H 2.5788 -2.4987 -1.1013 0.001
H 3.1229 -3.2926 -2.5924 0.002
H 1.7476 -3.9647 -1.7064 0.000
C 2.1396 -0.9183 -3.3326 0.022
H 1.5329 -0.1728 -3.8549 -0.002
H 2.9133 -1.2756 -4.0265 0.000
H 2.6410 -0.4279 -2.4873 -0.007
H -0.7552 -0.9613 -0.1331 -0.088
H -0.7263 0.5793 0.8038 -0.173
C 1.0018 -3.5860 4.3879 -0.002
N 1.3652 -2.7651 3.2369 0.576
C 2.7113 -2.8595 2.7155 -0.005
C 0.5523 -1.8589 2.6550 -0.013
C -0.8436 -1.7146 3.1871 -0.008
O 0.9928 -1.1997 1.6747 0.271
H 1.8823 -4.1800 4.6536 0.005
H 0.1643 -4.2631 4.1554 0.045
H 0.7093 -2.9646 5.2481 0.047
H 2.6970 -3.2361 1.6807 0.048
H 3.1875 -1.8709 2.6981 0.035
H 3.2661 -3.5479 3.3568 0.007
H -1.4222 -1.0822 2.5102 0.003
H -0.8303 -1.2638 4.1916 -0.008
H -1.3261 -2.6981 3.2673 -0.005


5.
25
Properties=species:S:1:pos:R:3:mulliken_charge:R:1 method="wB97M-V/def2-TZVPD" e_homo_ev="-12.04 / -11.98" spin_multiplicity=1 largest_force_ev_per_a=2.9 charge=+1 gap_ev="7.0 / 7.0"
C -1.1985 2.4548 -0.8668 -0.990
H -1.3752 3.0853 0.0201 0.340
H -0.2621 2.8167 -1.3153 0.428
H -1.8166 2.7163 -1.7432 0.295
O -2.1255 0.9815 -0.6141 -0.282
C -2.6916 0.8213 0.6589 -0.604
H -2.1444 1.3564 1.4518 0.302
H -3.4327 0.5545 -0.3768 0.363
H -3.6472 1.1887 1.0584 0.403
C 2.6011 0.2959 -1.2173 -0.428
O 1.4205 0.9606 -1.5051 -0.521
C 2.3464 -1.0956 -0.6424 -0.503
O 1.3478 -0.9311 0.3588 -0.239
C 0.6689 -2.0860 0.8277 -0.577
C -0.5217 -1.5936 1.6357 -0.445
O -1.1354 -0.5091 1.0133 -0.415
Ga -0.0052 0.3608 -0.3487 1.164
H 3.2047 0.8602 -0.4737 0.277
H 3.2506 0.1709 -2.1067 0.339
H 3.2518 -1.5439 -0.2032 0.361
H 1.9606 -1.7739 -1.4234 0.357
H 1.3429 -2.7092 1.4360 0.383
H 0.3334 -2.6900 -0.0330 0.357
H -0.1513 -1.2570 2.6244 0.295
H -1.2214 -2.4348 1.7846 0.338


6.
87
Properties=species:S:1:pos:R:3:mulliken_spin:R:1 method="wB97M-V/def2-TZVPD" de_lowest_kj_mol=0.0 e_homo_ev="-10.51 / -10.76" spin_multiplicity=4 largest_force_ev_per_a=0.2 charge=+1 gap_ev="7.5 / 7.8"
Cr -0.1090 0.7515 -0.3460 3.074
C -1.8530 0.4977 -2.7406 0.027
N -0.5387 0.0200 -2.2417 -0.120
C 0.4843 0.3680 -3.2528 0.022
C -0.5833 -1.4614 -2.0449 0.021
C -1.3068 -1.7963 -0.7543 -0.013
N -0.6764 -0.9725 0.2715 -0.025
C -1.1399 -0.9546 1.5709 -0.004
C -0.7058 0.0932 2.3814 0.018
F 0.1367 1.0186 1.7613 0.005
C -1.0813 0.2845 3.6857 -0.003
F -0.6235 1.3444 4.3501 0.000
C -1.9389 -0.6187 4.2824 0.015
C -2.3812 -1.6789 3.5161 -0.006
F -3.2079 -2.5760 4.0507 -0.001
C -1.9996 -1.8580 2.1957 0.006
F -2.4652 -2.9239 1.5252 0.000
H -2.0569 0.0319 -3.7078 0.003
H -1.8176 1.5779 -2.8712 -0.003
H -2.6481 0.2538 -2.0429 -0.003
H 0.1916 -0.0325 -4.2263 0.005
H 1.4496 -0.0492 -2.9757 0.000
H 0.5616 1.4528 -3.3231 0.000
H 0.4496 -1.8062 -1.9806 -0.002
H -1.0499 -1.9309 -2.9147 0.004
H -1.1966 -2.8636 -0.5557 -0.005
H -2.3811 -1.5955 -0.8369 -0.003
H -2.2611 -0.4965 5.3055 0.001
O -0.0553 2.7968 -0.8578 -0.009
C -1.2618 2.8961 -0.4757 -0.011
N -1.8365 1.7830 -0.0370 0.027
S -3.4178 2.0011 0.4161 0.000
O -4.2556 1.2607 -0.4774 0.002
O -3.5501 1.8178 1.8247 0.001
C -3.3938 3.7286 -0.0018 0.004
C -4.4155 4.6446 0.1116 -0.003
C -4.1396 5.9520 -0.2792 0.004
C -2.8858 6.3144 -0.7617 -0.001
C -1.8650 5.3785 -0.8679 0.004
C -2.1377 4.0802 -0.4770 -0.010
H -5.3896 4.3629 0.4871 0.000
H -4.9164 6.7010 -0.2062 0.000
H -2.7055 7.3394 -1.0551 0.000
H -0.8880 5.6529 -1.2412 0.000
C 7.6703 -0.5553 -2.6637 0.000
C 7.1354 0.8493 -2.9802 0.000
C 7.4711 1.1621 -4.4427 0.000
C 7.8915 1.8410 -2.0823 0.000
C 5.5849 0.8950 -2.7436 0.002
O 4.9808 -0.3390 -3.1470 0.000
C 4.8405 1.9807 -3.5506 0.000
C 5.1029 3.4853 -3.3498 0.000
C 4.3160 4.0821 -2.2092 0.000
C 4.8841 4.3813 -0.9752 0.000
C 4.1082 4.8309 0.0859 0.000
C 2.7452 4.9991 -0.0941 0.001
Cl 1.7524 5.5274 1.2242 0.000
C 2.1605 4.7501 -1.3257 0.001
C 2.9488 4.2990 -2.3712 -0.001
C 5.3303 0.9666 -1.2266 -0.003
N 4.0016 0.5152 -0.8358 0.002
C 2.8547 1.1763 -0.8578 0.013
N 1.8832 0.3585 -0.4573 -0.070
C 2.5279 -0.8175 -0.1928 0.033
N 3.8098 -0.7544 -0.4160 -0.001
H 8.7603 -0.5323 -2.6964 0.000
H 7.3359 -1.2973 -3.3879 0.000
H 7.3763 -0.9100 -1.6750 0.000
H 8.5331 0.9832 -4.6142 0.000
H 7.2652 2.2005 -4.7053 0.000
H 6.9258 0.5212 -5.1417 0.000
H 8.9464 1.8316 -2.3587 0.000
H 7.8391 1.5644 -1.0283 0.000
H 7.5418 2.8673 -2.1835 0.000
H 5.3182 -0.5799 -4.0166 0.000
H 3.7712 1.7973 -3.4011 -0.001
H 5.0201 1.7363 -4.5990 0.000
H 4.7878 3.9848 -4.2686 0.000
H 6.1640 3.7027 -3.2438 0.000
H 5.9518 4.2589 -0.8300 0.000
H 4.5566 5.0531 1.0446 0.000
H 1.0973 4.8838 -1.4532 0.000
H 2.4862 4.0982 -3.3320 0.000
H 5.4611 1.9767 -0.8531 0.001
H 6.0134 0.3053 -0.7016 -0.001
H 2.7460 2.2173 -1.1254 0.003
H 2.0233 -1.6921 0.1812 0.002